Entry 1:
3 unconnected molecules or ions with the total composition H6O3. Source: the OMol25 dataset; level of theory: ωB97M-V with the def2-TZVPD basis set.

Properties
- max |F| (eV/A) = 0.9
- SMILES = O.O.O
- HOMO level (eV) = -10.52
- frontier orbital gap (eV) = 10.96
- E (eV) = -6239.8554

Each line ends with the natural charge from an NBO analysis.
Cartesian coordinates (Å):
O 3.709 -3.614 22.445  -0.9808
H 4.341 -3.614 21.725  0.4726
H 2.915 -3.237 22.066  0.4931
O 3.622 -3.561 25.172  -0.9603
H 4.534 -3.283 25.092  0.4628
H 3.287 -3.548 24.276  0.4875
O 1.347 -2.537 22.011  -0.9477
H 0.786 -2.355 22.766  0.4903
H 1.170 -1.820 21.403  0.4824



Entry 2:
C9H10Cl2Si in the gas phase. Source: the OMol25 dataset; level of theory: ωB97M-V with the def2-TZVPD basis set.

Properties
- max |F| (eV/A) = 7.9
- HOMO level (alpha / beta) (eV) = -6.19 / -9.69
- frontier orbital gap (alpha / beta) (eV) = 6.61 / 6.94
- E (eV) = -42414.6593
- 2S+1 = 3

Each line ends with the natural charge from an NBO analysis.
Cartesian coordinates (Å):
C 2.567 2.035 0.001  -0.1779
C 1.687 2.170 1.017  -0.2252
C 2.233 1.527 -1.275  -0.2094
C 0.474 1.503 0.915  -0.1561
C 0.913 0.976 -1.385  -0.1885
C 0.046 0.991 -0.303  -0.5372
C -2.167 -2.287 1.280  -0.3085
C -1.446 -1.697 0.297  -0.3850
C -0.488 -2.485 -0.456  -0.7032
Si -1.637 0.089 -0.286  1.5802
Cl -3.107 1.157 1.463  -0.5146
Cl -2.733 0.485 -1.951  -0.3469
H 3.566 2.585 -0.038  0.2086
H 2.031 2.477 1.932  0.2139
H 2.977 1.651 -1.944  0.2139
H -0.123 1.467 1.803  0.2291
H 0.506 0.565 -2.317  0.2138
H -3.036 -1.861 1.844  0.2034
H -1.909 -3.231 1.590  0.1593
H -0.557 -3.569 -0.424  0.2315
H 0.574 -2.282 -0.269  0.2606
H -0.372 -2.265 -1.496  0.2383



Entry 3:
C15H20N4O3S in the gas phase. Source: the OMol25 dataset; level of theory: ωB97M-V with the def2-TZVPD basis set.

Properties
- max |F| (eV/A) = 1.3
- SMILES = O=C(NNC(=O)[C@H]1CC(c2cccs2)=NO1)NC1CCCCC1
- HOMO level (eV) = -8.74
- frontier orbital gap (eV) = 8.87
- E (eV) = -38817.1298

Each line ends with the natural charge from an NBO analysis.
Cartesian coordinates (Å):
O 2.350 -1.550 3.158  -0.6435
C 2.070 -1.264 2.016  0.7876
N 2.318 0.032 1.557  -0.4787
N 1.816 0.534 0.364  -0.4592
C 0.501 0.698 0.104  0.6377
O -0.398 0.357 0.838  -0.6064
C 0.237 1.322 -1.277  -0.0188
C -0.910 2.335 -1.214  -0.4774
C -0.137 3.610 -1.476  0.1683
C -0.721 4.911 -1.437  -0.2592
C -2.026 5.233 -1.153  -0.2121
C -2.267 6.616 -1.203  -0.2662
C -1.152 7.328 -1.523  -0.3929
S 0.221 6.330 -1.771  0.4871
N 1.093 3.401 -1.751  -0.0866
O 1.383 2.064 -1.727  -0.3739
N 1.628 -2.129 1.079  -0.6401
C 1.206 -3.471 1.438  -0.0442
C -0.173 -3.471 2.109  -0.4100
C -1.272 -3.069 1.131  -0.4125
C -1.272 -3.999 -0.078  -0.3979
C 0.085 -3.976 -0.777  -0.3961
C 1.203 -4.357 0.193  -0.4049
H 2.425 0.701 2.313  0.3969
H 2.493 0.904 -0.296  0.4195
H 0.062 0.511 -1.993  0.2199
H -1.669 2.175 -1.980  0.2361
H -1.390 2.326 -0.234  0.2587
H -2.778 4.502 -0.916  0.2246
H -3.226 7.062 -1.011  0.2284
H -1.056 8.391 -1.627  0.2387
H 1.256 -1.762 0.219  0.3929
H 1.947 -3.835 2.158  0.2263
H -0.150 -2.783 2.955  0.2271
H -0.371 -4.474 2.492  0.1993
H -2.240 -3.117 1.633  0.2106
H -1.123 -2.034 0.814  0.2129
H -2.055 -3.703 -0.780  0.2051
H -1.487 -5.018 0.252  0.1928
H 0.083 -4.675 -1.617  0.2126
H 0.263 -2.979 -1.188  0.1760
H 1.061 -5.391 0.510  0.2083
H 2.172 -4.288 -0.306  0.2131